1.
Computed, not measured: a molecular structure, C10H16ClIr2Te, with the ωB97M-V functional and the def2-TZVPD basis.

CARTESIAN COORDINATES (ANGSTROEM)
Ir  -0.627199  1.313002  -0.863622
Cl  -1.838908  3.000971  0.367806
C  -1.887288  -0.142884  -0.337463
H  -1.456189  -0.762897  0.463881
H  -2.101158  -0.760980  -1.226464
H  -2.795803  0.378158  0.013075
Ir  0.544436  0.259277  -3.068190
C  2.316379  0.749955  -3.789808
C  -0.479797  -0.182214  -4.700245
C  0.583974  -0.553204  -1.293953
H  -0.796971  -1.239773  -4.599020
H  -1.374987  0.472044  -4.737822
H  0.144491  -0.048115  -5.604537
H  3.006924  -0.055417  -3.468911
H  2.283409  0.818331  -4.892921
H  2.625187  1.710245  -3.333426
H  -0.029541  -1.458769  -1.087464
H  1.580425  -0.598115  -0.794285
Te  1.118061  1.510020  0.895003
C  0.415644  0.454603  2.564425
C  -0.867265  0.682627  3.078229
C  -1.293003  -0.075842  4.177455
C  -0.435422  -1.024861  4.750179
C  0.849276  -1.237193  4.224274
C  1.289191  -0.502271  3.120482
H  -1.494919  1.429013  2.591412
H  -2.292086  0.080247  4.585547
H  -0.767514  -1.603413  5.615003
H  1.509437  -1.976092  4.679970
H  2.271214  -0.636465  2.671400

Atomic forces in eV per Å
Ir 0.97 -0.41 0.33
Cl -0.43 0.16 -0.34
C -1.15 -0.38 0.38
H -0.35 0.08 -0.23
H -0.10 0.02 0.34
H 0.11 -0.49 -0.03
Ir -0.59 0.00 0.40
C 2.70 1.11 -0.63
C -1.93 -0.70 -1.83
C -0.53 -0.37 2.09
H -0.07 0.45 -0.38
H 0.20 -0.36 -0.27
H -0.32 -0.07 0.24
H -0.05 0.39 -0.20
H 0.21 0.05 0.38
H 0.29 -0.26 -0.34
H 0.54 0.62 -0.04
H -0.62 -0.21 -0.37
Te 1.35 0.51 0.64
C -0.01 -0.23 -0.06
C 2.10 2.15 -3.69
C -1.13 -2.69 3.77
C 0.21 0.10 -0.24
C -1.97 -2.41 3.94
C 0.61 3.05 -3.83
H 0.04 -0.24 0.13
H 0.29 -0.13 -0.05
H 0.11 0.17 -0.29
H -0.26 0.17 -0.03
H -0.20 -0.05 0.21

Calculated values
LUMO level (alpha / beta): 2.6403 / -0.3777 eV
Net charge: -1
ΔE to the lowest compared entry with this formula, charge and spin: 0.872 eV
DFT total energy: -36112.4175 eV
<S²>: 20.10
Multiplicity: 9

---

2.
Computed, not measured: a molecular structure, C6H8NO3S, with the ωB97M-V functional and the def2-TZVPD basis.

CARTESIAN COORDINATES (ANGSTROEM)
C  1.071510  1.586717  -0.162484
C  0.453826  -1.011889  -1.361935
C  -0.323160  -0.431474  -0.403122
C  0.029559  -2.124948  -2.202817
C  0.775396  0.070686  2.056013
C  0.036249  0.771033  0.400104
N  1.900852  2.332749  -0.492176
O  -1.822275  2.509536  -0.156962
O  -2.446596  0.680325  1.321666
O  -0.976955  2.426556  2.206539
S  -1.436034  1.701967  1.018544
H  1.555940  -0.586349  -1.523377
H  -1.324249  -0.680560  -0.285405
H  0.182758  -1.731349  -3.256072
H  0.597023  -3.036954  -1.986007
H  -1.008100  -2.306909  -1.978035
H  0.287972  0.506386  2.909949
H  0.711545  -0.993464  1.929331
H  1.734739  0.317943  1.966248

Atomic forces in eV per Å
C 1.26 1.67 0.12
C 6.99 -1.00 -3.91
C -2.21 4.98 5.08
C 0.29 0.97 -0.71
C -3.37 -0.29 -1.79
C -0.21 -3.10 1.07
N -0.95 -1.17 0.14
O 0.75 -0.44 1.18
O 0.97 0.10 -0.07
O -0.04 -0.23 -0.97
S -1.51 0.78 -0.46
H -2.50 -1.00 0.32
H -1.70 -0.69 0.27
H -0.31 -1.19 0.69
H 0.07 -0.10 -0.44
H -0.54 -0.30 -0.37
H -0.43 0.10 -0.07
H -0.51 -0.44 0.15
H 3.96 1.34 -0.23

Calculated values
LUMO level (alpha / beta): 3.3933 / 0.9882 eV
Net charge: -1
DFT total energy: -24815.3760 eV
<S²>: 2.02
Multiplicity: 3

---

Question: What is the formula in the first record?
Answer: C10H16ClIr2Te

---

Question: Look up the multiplicity of the second one.
Answer: 3